240
Properties=species:S:1:pos:R:3:forces:R:3 method="wB97M-V/def2-TZVPD" gap_ev=8.171 charge=0 e_tot_ha=-6013.88115 lumo_energy_ev=0.32 multiplicity=1
S -2.22141 -2.88232 -3.58921 0.8511 0.0758 -1.8108
S -0.16087 -0.06146 0.48226 0.1953 -0.8357 -2.0178
S 6.62380 0.17190 0.45381 1.0317 2.1571 0.3706
S 3.43313 -0.46103 3.21107 -0.9413 0.2696 0.4213
S 3.68300 2.44751 -3.28022 0.7261 1.1812 2.0067
O -7.36957 -2.24104 -1.20970 0.2860 0.4143 1.3929
O -1.35969 1.75067 -4.94589 0.3174 0.4991 -4.5755
O 2.58798 4.36232 3.30732 0.7823 -1.4407 0.4957
O -1.17989 0.11934 -0.66461 1.4106 -0.3083 1.5348
O 2.60894 -3.63965 -0.76886 0.8499 -1.2313 1.2862
O -2.10005 -1.78820 -4.63036 -0.1075 -0.4682 1.1896
O 8.04521 0.74060 0.59575 -1.9962 -0.7762 -0.2111
O 0.17965 3.13961 -5.98473 -1.4549 -1.3397 1.9586
O 3.60695 1.90230 -1.85603 0.0159 -0.0163 -1.3705
O -4.24188 4.87691 1.35131 0.9704 1.5138 1.2524
O 2.58456 -1.47505 3.97689 1.0913 0.9880 -0.6827
O 0.09740 2.84008 -3.77659 1.0027 -0.3558 1.8046
O 0.38349 -0.95345 5.38179 -0.2716 0.0796 0.6501
O 5.73088 -0.89240 -4.58573 0.4861 0.4111 0.6512
N -0.82312 -1.37883 4.82368 -1.1993 -1.5016 -1.1696
N -5.00974 4.24022 0.44478 -3.4933 -1.3232 -2.7137
N 2.17974 5.32986 2.44082 0.2410 2.9926 -0.7903
N -7.09379 -1.24684 -0.19164 -0.5836 1.0970 -0.4495
N 3.43239 -4.76452 -0.26420 0.8960 1.0731 -0.0421
N 4.92621 -1.90648 -5.05128 -3.1664 -1.1159 -1.4737
C 3.68302 -3.96197 2.09581 -1.0807 0.7455 0.4474
C -9.44221 -0.39103 -0.43636 0.5192 -0.3252 -0.2348
C -3.17795 -0.94842 4.52747 -0.7777 -0.9398 -0.0768
C -6.43847 4.85743 0.26611 0.9633 -1.7707 -0.4081
C -0.32109 2.62620 -4.98666 0.5911 0.8251 -3.7263
C 4.48351 -6.92921 1.33895 -0.9749 -0.6162 -1.3482
C 3.21199 4.24406 -2.96455 1.0902 -0.3477 -0.6408
C 2.78416 7.31778 1.04860 -0.0657 -0.8487 -0.0885
C 3.31219 6.08244 1.83734 -0.3648 1.9619 0.7056
C 3.46803 -1.55914 -5.09607 -1.6767 0.8690 -0.3211
C -8.32381 -0.81622 0.57085 -0.4765 -0.8742 -1.2583
C -2.15263 -0.37397 6.67606 0.0182 0.4560 -0.0427
C 6.72096 -3.44582 -5.29477 2.1927 0.0405 -1.1041
C -3.58517 -2.42901 4.85369 1.2225 1.2789 -0.9518
C 4.48847 -4.28193 -5.58249 -0.9553 0.4491 -0.8222
C 4.21262 6.70489 2.99879 0.1424 -1.6983 -0.4996
C 1.36592 -6.23822 0.31382 0.3926 0.7742 1.3909
C 5.49303 2.72100 -3.64101 -0.3060 -0.0699 -0.6851
C 5.45975 1.64996 0.53788 0.8433 0.0499 0.6065
C -3.43849 4.92096 -1.45610 -0.0317 0.3824 -0.4906
C 3.71929 -7.14523 -0.01706 0.8630 -0.5689 0.9733
C 4.10264 5.23525 0.86112 -0.4000 -0.2276 0.1405
C -5.57613 0.02931 1.20859 -0.6302 -0.3398 -0.4719
C 5.28560 -5.67871 1.16536 -0.0448 1.0975 0.5993
C -7.15964 4.02612 -0.86011 -0.0824 0.4651 0.4276
C -6.69546 0.25183 2.26525 0.4640 0.2864 -1.2862
C 2.65860 -2.59348 -5.93641 1.3398 -1.2207 -0.3838
C 5.33632 -3.29785 0.37786 -0.3769 -0.3206 0.2237
C -8.88021 -1.98223 1.39480 0.3267 -1.0164 0.2659
C 1.55609 0.27736 -0.24276 -1.0940 0.8642 0.1240
C -4.68342 -1.08364 -0.86445 -0.2702 -1.2804 0.7109
C -5.15971 3.09224 -1.78854 1.4484 0.0899 1.1437
C -1.82169 1.64255 -3.68031 -0.3805 -1.0542 2.0572
C -0.51056 1.79768 -2.99191 -1.0042 1.0933 2.8158
C 1.55539 7.05070 0.25497 -2.1396 -0.0625 0.2543
C -1.02133 -2.87629 5.05795 -0.0292 -0.3615 -0.8494
C 3.19811 -0.26298 -5.89075 1.9069 0.2155 0.0291
C 4.40058 -4.39940 0.84946 0.5064 -2.1212 -0.4707
C -7.10697 4.61142 1.63822 -1.4128 0.7745 -0.1166
C -4.21844 3.80207 -0.73017 -0.3394 0.8082 -0.1430
C -0.90126 -3.34970 6.55473 1.3504 -0.6359 -1.0800
C 0.89315 5.08700 1.82485 -0.8298 1.0874 -0.8159
C -2.49311 -4.39766 -4.65091 -0.0198 -0.3808 0.8083
C -6.46057 6.32382 -0.12804 0.1717 -0.6547 1.3617
C -1.88544 -0.44142 5.14131 -0.4763 -0.5209 0.4282
C -5.73651 -1.25451 0.35706 0.9506 0.5732 0.1730
C 2.73475 -6.02955 -0.37135 -0.1680 -0.4187 -0.8621
C -8.02597 0.36410 1.47883 0.0218 0.0493 0.9726
C 2.98444 -4.03568 -5.55013 -0.0855 0.8564 1.9032
C 0.88113 3.94568 0.81858 0.5901 -0.7175 -0.8993
C 0.41381 6.42845 1.06915 1.0121 -1.5498 0.0244
C 2.80739 -1.29057 -3.72323 0.7040 -0.5047 0.6149
C -2.43358 -3.40896 4.48337 -0.4234 1.1948 0.9006
C -3.22728 2.80882 -0.17315 1.3375 -0.6242 -0.6175
C 0.13780 -3.57981 4.15188 -1.2135 0.1481 1.3747
C -0.07512 4.83449 2.95545 -0.4628 -0.3760 1.1289
C 5.35254 -3.27146 -4.73480 0.2165 -0.5656 -0.1726
C -1.61061 0.94787 4.48341 0.1692 -0.3206 1.5965
C 2.75944 1.23226 3.66894 0.8316 -0.9158 0.1936
C 6.36102 -0.25701 -1.25316 -0.0846 0.4978 0.0031
C 2.45128 -6.27567 -1.84361 -1.1171 -0.2911 -0.3815
C -0.00156 -1.89708 0.67723 0.0693 0.6186 0.1889
C 5.42718 -3.64449 -3.26946 -0.6555 -0.6912 1.2883
C 5.04961 -0.34568 4.04367 -0.5369 0.6248 0.5996
C -6.34792 3.91244 -2.15864 -0.2970 -0.3482 0.3981
C -5.46202 -2.52604 1.30127 -0.6374 0.2422 -1.4400
C -0.47945 -3.29884 -3.07998 -0.7742 -0.5726 -1.1838
H -3.12339 -0.79031 3.45038 0.0164 -0.3358 -0.2772
H -0.52143 -4.34665 -2.78260 0.1945 0.1084 0.5036
H -1.15378 0.95653 3.49380 -0.1414 -0.4811 -0.0102
H -9.08887 0.33075 -1.17276 0.2520 0.1470 0.1119
H -3.64239 1.98421 0.40634 -0.2809 0.0747 -0.2595
H 3.32488 -6.25762 -2.49522 -0.0272 0.2338 0.0832
H -9.80746 -1.24260 -1.01039 0.1001 -0.1559 0.1105
H 4.08118 4.72220 -2.51289 -0.0472 -0.2652 0.5003
H -6.02712 6.76594 0.76904 0.4057 0.9256 -0.5017
H -8.22472 -2.19750 2.23865 -0.1231 0.1717 0.2400
H 1.35456 4.19101 -0.13209 0.1068 0.5165 -0.1109
H -8.89374 -2.92278 0.84408 0.2032 0.1075 -0.4819
H 1.14232 8.01953 -0.02582 0.1883 0.0683 -0.6450
H 1.72079 -1.28717 -3.63729 -0.1485 -0.2773 -0.7274
H -3.97593 -0.28389 4.85873 -0.1122 0.1012 0.1271
H -6.70593 5.15497 2.49369 0.8044 -0.1658 -0.1525
H -2.84499 -1.14322 7.01812 0.0875 -0.1839 -0.2893
H 0.13288 -3.27439 3.10556 -0.3877 0.2885 0.1764
H 3.24036 -8.11938 -0.11592 -0.5867 0.0209 0.6663
H -2.64790 2.41603 -1.00869 -0.2878 -0.5776 -0.1931
H -9.90736 -1.91021 1.75241 0.0036 0.6729 0.0849
H -2.44151 -5.30011 -4.04180 -0.1005 0.0431 0.3324
H 1.59024 -2.38006 -5.97066 0.0501 0.1531 0.4508
H -7.50263 6.64096 -0.16841 0.0636 0.1542 -0.3247
H -2.90938 5.63972 -0.83037 0.1745 -0.4263 0.4022
H 5.74503 0.33705 3.55544 -0.1585 -0.1948 -0.4991
H -5.64563 0.88464 0.53651 -0.0971 0.1026 -0.1773
H 1.63972 -5.63312 -2.18507 0.3317 0.4449 -0.2657
H -6.75583 -0.52046 3.03207 0.1097 -0.0160 -0.0259
H -0.22210 5.76904 3.49685 -0.4021 0.0736 -0.0996
H 2.34609 4.25026 -2.30252 0.0820 -0.1799 -0.2394
H 1.48438 3.08848 1.11758 -0.1224 -0.1331 0.5775
H -4.50714 -2.62716 4.30706 0.0340 -0.2803 -0.0623
H 5.27706 -0.28782 -1.36354 -0.0546 -0.6524 -0.1820
H -1.25365 -0.50178 7.27907 0.1254 0.3377 -0.1530
H 5.05505 5.70217 0.61010 0.1919 -0.3250 0.1841
H 5.98310 -2.99925 1.20285 -0.3412 0.3835 0.2047
H 3.48265 7.56694 0.24977 0.7605 0.4329 0.6446
H 0.03307 -2.30836 -0.33160 -0.0502 -0.0325 0.2044
H -4.60646 2.82433 -2.68867 0.4255 -0.0505 0.1897
H 4.80922 5.86665 3.35868 0.1563 0.0154 0.3597
H -0.83227 -2.27557 1.27285 -0.3211 0.2410 -0.3222
H -1.79293 -4.57517 -5.46721 0.2775 0.7557 0.0782
H -6.47466 1.21355 2.72833 -0.1535 -0.0443 0.3381
H -2.39845 3.20477 0.41367 -0.3717 0.6738 0.3758
H 2.25138 0.47308 0.57354 0.0206 -0.4292 0.0690
H 3.54933 0.62878 -5.37160 -0.2451 -0.0412 0.3035
H 3.19919 -3.31769 -1.45410 -0.0651 0.1795 -0.3046
H -1.01491 4.34708 2.69598 -0.1948 0.5451 -0.5305
H -6.86249 3.43221 -2.99092 -0.5215 -0.3491 0.3271
H 6.04824 -3.62441 -0.38019 -0.4678 -0.0239 -0.4243
H 2.33978 4.68947 4.17506 0.0799 0.0055 0.2577
H 0.98907 -7.23059 0.06625 -0.1535 0.1826 0.0554
H 6.94777 -4.50497 -5.41669 -0.1144 -0.0489 -0.2523
H 5.85378 -5.44135 2.06476 -0.3140 0.1862 0.4923
H -2.66664 0.55292 6.93056 0.2451 0.2769 0.0707
H 4.94006 7.45153 2.68030 -0.2335 0.0241 -0.5399
H 2.56666 8.16207 1.70280 0.3493 0.0142 0.1096
H 5.98071 1.83100 -4.03870 -0.5570 -0.4494 0.1479
H 4.64149 -2.51926 0.06304 0.6899 0.5930 -0.1737
H -1.68136 -3.19203 7.29950 -0.1946 0.4190 -0.5050
H -2.27441 0.67631 -3.45780 0.0794 -0.1004 -0.4096
H 6.12804 3.04952 -2.81824 -0.6093 0.2817 0.3077
H 4.60709 -5.34650 -5.38066 0.6923 0.1284 0.7195
H -4.40444 4.39398 2.16491 0.2178 -0.0287 0.2437
H -5.73274 -3.34835 0.63899 0.1370 -0.4389 0.2573
H 3.17184 -2.05207 -3.03373 -0.0363 0.1335 0.3792
H 2.99627 -2.54885 -6.97182 0.0762 0.5706 -0.2540
H -0.10002 3.57467 0.52228 -0.2496 0.1215 0.3827
H 3.44227 1.98664 3.27810 -0.2569 0.0105 -0.3459
H 6.68857 0.52887 -1.93375 0.3307 -0.0052 0.1990
H 0.62188 -5.45684 0.15906 0.0236 0.0087 -0.9913
H -0.73030 2.19547 -2.00116 0.7534 -0.1165 0.1358
H -6.13491 -2.56692 2.15781 -0.2702 0.3097 -0.2043
H 4.15418 4.22934 1.27776 0.6375 -0.0611 -0.1402
H -0.95279 1.47705 5.17285 0.1433 0.2952 -0.1667
H -0.74443 -4.42542 6.47519 -0.3678 -0.2959 0.0595
H -0.02868 7.17878 1.72437 0.1239 -0.2445 0.3597
H 6.92321 -1.17933 -1.39937 -0.3893 -0.0173 -0.3046
H 3.69329 7.12420 3.86052 -0.5014 -0.0897 -0.2844
H -7.16433 -1.75336 -2.01073 -0.0400 0.0299 -0.1892
H -3.64018 -0.98432 -0.56463 0.0037 -0.1322 0.6957
H 4.76481 -4.20119 -6.63378 0.4648 0.3002 -0.1013
H 6.13044 -5.86501 0.50231 -0.4303 0.1846 -0.8985
H -8.15835 4.40512 -1.07699 -0.0158 0.5545 0.2855
H -10.31430 0.04403 0.05178 0.1485 0.0058 0.3547
H -8.16426 1.32856 0.99017 0.7075 -0.0122 -0.5421
H -6.04688 4.84217 -2.64143 0.0034 0.4395 0.5562
H 5.48480 -1.33799 4.16212 -0.2018 0.0796 -0.1154
H 2.74060 1.35453 4.75190 0.0283 -0.3569 0.1029
H 5.82388 2.52705 0.00289 0.2528 -0.4273 -0.6604
H -0.07843 -4.64788 4.17593 0.1279 -0.1677 0.0109
H -4.01345 5.56868 -2.11791 -0.6426 -0.1382 0.1135
H 5.56503 2.00450 1.56321 -0.1987 -0.3691 0.3434
H -2.83642 -4.29955 4.96573 1.0908 -0.5310 0.3137
H 5.53311 3.41991 -4.47649 -0.0568 0.3304 0.1152
H 5.14658 -7.76404 1.56590 -0.0896 -0.1422 -0.0897
H 4.83296 0.12382 5.00321 0.1035 -0.3885 0.2933
H 3.14530 -3.04921 1.83925 -0.1684 0.1477 0.0812
H 2.38765 -4.79948 -6.04868 0.1873 0.0949 -0.2772
H 1.97346 -0.33225 -1.04418 -0.3071 -0.7199 0.4048
H -8.86818 0.40349 2.16965 -0.0428 -0.2304 0.3695
H -8.11110 5.03517 1.65438 -0.3389 0.3291 -0.5423
H 6.83200 -2.91810 -6.24202 -0.4193 -0.4129 -0.5113
H -3.50043 -4.35829 -5.06549 0.0398 0.3664 0.1236
H 0.06148 0.87229 -2.92463 0.1996 0.2347 -0.3110
H 1.15208 -3.41488 4.51537 -0.1517 0.0994 0.2616
H 0.03423 -3.28367 -4.04123 0.2452 0.1671 0.0119
H -4.48585 -2.72295 1.74446 0.4099 0.5090 -0.5361
H -7.35998 3.05412 -0.40936 0.2616 -0.4278 -0.3930
H -3.80768 -2.57078 5.91128 -0.0106 0.2166 0.0315
H 4.27104 -3.70915 2.97809 0.5194 -0.0803 -0.2460
H 6.05957 -4.49483 -3.01429 0.3195 -0.2832 -0.7497
H 0.97349 -1.00973 4.62659 0.7905 -0.0745 -0.0279
H 2.74625 -4.10116 -4.48849 -0.5264 -0.3789 0.3604
H 1.98003 -7.25720 -1.89497 0.2696 -0.3213 -0.2291
H -5.45809 2.17892 -1.27384 -0.2623 -0.2508 -0.3295
H -4.52484 0.01299 1.49603 -0.1201 0.0670 0.8416
H -2.56131 2.41589 -3.47289 0.1172 0.2818 0.2258
H 3.08108 -0.29694 -3.36843 0.4184 -0.1322 0.2224
H 1.69317 6.44831 -0.64294 0.3407 0.0689 -0.0784
H 0.01627 -2.63351 -2.37308 -0.5388 -0.0380 -0.0109
H 2.14976 -0.12646 -6.15613 0.1661 -0.1793 -0.0842
H 3.88163 -0.31111 -6.73844 -0.5167 0.0227 -0.6712
H -2.42077 -3.69546 3.43177 0.2796 0.6007 -0.2362
H 4.41289 1.48571 0.28251 0.2349 -0.3934 -0.0577
H 3.07003 4.82653 -3.87486 -0.4892 -0.4064 -0.2071
H -2.74749 4.45979 -2.16175 0.4002 -0.1129 0.2013
H -0.34564 6.10767 0.35610 -0.2982 0.0388 0.1488
H 7.61416 -3.06515 -4.79941 -0.4168 0.2595 1.0476
H 4.43260 -7.27572 -0.83085 0.4770 0.6733 -0.0058
H 3.74670 -6.87442 2.14033 0.0550 0.1735 0.1533
H -2.56306 1.47768 4.46761 0.0226 0.1603 -0.1388
H -5.91242 6.47586 -1.05783 -0.0836 0.3567 0.2652
H -4.77421 -0.25172 -1.56286 -0.9364 0.3652 0.3864
H 1.43126 -6.12959 1.39642 0.3954 -0.5772 0.3158
H 5.82951 -2.89971 -2.58278 -0.3547 0.5663 -0.3843
H 6.21267 -0.67353 -5.38671 0.3283 0.3942 0.0654
H -7.35646 3.59196 1.93242 0.8331 -0.3470 -0.3208
H 0.88464 -2.17881 1.24589 0.2983 0.3193 -0.1878
H -4.69061 -1.97170 -1.49642 -0.1533 -0.2170 0.0435
H 3.52219 5.16498 -0.05879 0.0293 -0.1254 -0.1106
H 1.43688 1.24093 -0.73816 -0.2162 0.2028 0.1615
H 0.06891 -3.05135 6.95201 -0.1189 0.5832 0.1505
H 2.91529 -4.64222 2.46452 0.0457 -0.3051 -0.2478
H 4.47055 -4.01673 -2.90286 -0.3492 0.3667 0.2180
H 0.28075 4.14902 3.72460 0.4957 -0.1992 -0.1812
H 1.73539 1.31783 3.30550 0.1967 -0.0351 -0.3046